1.
ORCA calculation (wB97M-V/def2-TZVPD) on a structure of composition C17H29NO4 at a distorted geometry.

```
51
Properties=species:S:1:pos:R:3:forces:R:3:lowdin_charge:R:1
C 1.840741 2.861562 0.975526 5.44 -0.28 -5.56 -0.111
H 2.536189 2.473499 1.686139 -0.13 0.29 1.33 0.076
H 1.979015 1.978545 0.144554 -0.89 2.20 1.42 0.143
H 2.348205 3.806055 0.490721 -0.17 -1.69 0.57 0.133
C 0.556210 3.284836 1.250032 -5.85 -3.14 9.71 -0.497
C 0.467407 4.298598 2.582292 12.86 -2.63 -6.63 0.027
H 0.902583 3.965226 3.487606 1.25 -1.09 0.63 0.060
H -0.346342 4.482663 2.881865 -12.00 3.18 2.92 -0.050
H 1.133066 5.157266 2.253926 -1.22 -0.36 0.60 0.111
C -0.319927 3.795430 0.239350 0.57 1.98 2.11 -0.050
H 0.174707 4.701028 0.233025 0.67 2.78 -1.77 0.075
H -0.097220 3.219181 -0.513991 0.42 -2.51 -5.08 0.037
H -1.325849 4.024873 0.388619 -1.65 -0.34 0.78 0.098
C -0.216802 1.819239 2.014536 1.91 4.43 -0.65 -0.314
C 0.683043 1.139466 2.956908 -4.10 1.30 5.74 -0.221
H -0.228041 0.813857 3.863212 2.71 0.29 -2.08 0.197
C 1.191777 -0.036361 2.337020 5.74 -3.86 2.62 -0.237
C 0.258583 -1.073497 1.858044 -0.48 -1.88 -2.18 -0.117
C 1.057250 -1.931206 0.615239 -6.34 7.82 11.61 -0.634
O 1.746967 -1.328872 0.027987 10.87 6.64 -8.69 0.219
O 0.514046 -2.938197 0.402208 -9.04 -6.35 3.84 0.179
C 0.818057 -3.768660 -0.467967 6.56 -5.46 -8.18 -0.215
H 1.799942 -3.412422 -0.989568 -0.61 -0.73 1.08 0.183
H 0.997650 -4.772866 -0.107662 0.04 -0.18 0.53 0.155
C 0.082117 -4.066286 -1.708246 -12.83 -2.55 -4.20 -0.043
O -0.849746 -5.100785 -1.755105 6.26 4.62 0.63 -0.089
N -0.482110 -2.919063 -2.765462 4.73 -6.72 8.82 -0.062
C 0.356458 -1.875081 -2.703235 -5.85 5.30 0.67 -0.097
H 0.921217 -1.522556 -1.938342 1.71 -0.40 2.62 0.077
C -0.859017 -0.638037 -2.721870 5.09 -2.64 6.49 -0.191
O -1.689353 -0.857807 -3.631183 -2.73 4.14 -5.97 -0.009
C -2.330205 -1.967579 -3.571811 -5.60 -3.44 -1.67 -0.275
H -3.192673 -2.127489 -4.293960 0.95 1.07 0.31 0.169
C -1.483941 -3.093264 -3.706989 -0.60 -4.33 3.34 -0.171
H -1.979445 -4.075990 -3.460622 0.07 1.06 0.14 0.161
H -0.959468 -3.360300 -4.493338 1.67 -0.30 -5.40 0.097
H -2.790484 -2.061179 -2.626486 -0.83 -0.22 1.60 0.133
H -0.533013 0.293890 -2.775550 2.27 4.17 -0.82 0.081
H -1.216216 -0.624945 -1.654142 -0.52 -0.74 -0.49 0.135
H 0.739898 -1.724968 -3.564623 3.71 1.25 -6.01 0.064
C -1.136108 -0.469687 1.335123 12.52 9.10 4.90 -0.038
C -0.777233 0.981732 1.044975 1.02 -2.02 -9.41 -0.183
H -1.515841 1.445755 0.330599 0.03 -0.04 1.45 0.129
H 0.118061 0.969756 0.032111 -1.95 -0.61 2.53 0.181
H -1.332151 -1.000415 0.687121 -4.57 -8.73 -11.86 -0.018
H -1.677982 -0.417352 2.065294 -6.55 -0.28 7.93 0.038
H -0.011083 -1.915605 2.445012 -0.02 -0.29 1.68 0.119
H 1.885265 0.205724 1.507741 -0.36 -0.06 0.45 0.097
H 2.025959 -0.639079 3.234926 -2.29 1.67 -2.70 0.208
H 1.301838 1.809231 3.656578 -0.37 -1.09 -1.68 0.132
H -1.086002 2.192136 2.421859 -1.53 1.67 2.00 0.110
```
Positions in Å, forces in eV/Å.

Computed properties:
**Frontier orbital gap**: 7.9 eV
**ΔE to the lowest compared entry with this formula, charge and spin**: 484.1 kcal/mol
**DFT total energy**: -27760.1050 eV
**Max |F|**: 16.2 eV/A



2.
ORCA calculation (wB97M-V/def2-TZVPD) on a cluster of 2 separate species, C4H12NO3 in total at a distorted geometry.

```
20
Properties=species:S:1:pos:R:3:forces:R:3:lowdin_charge:R:1
C 1.924646 -0.697063 -0.070192 -0.31 -0.39 -0.21 -0.048
C -0.320464 2.085552 -0.026029 -0.39 0.21 0.16 0.010
C 0.439489 -0.930101 -0.067464 -1.18 1.96 1.45 -0.422
C -1.091740 0.951836 0.559165 2.04 -1.97 -0.87 -0.431
N -0.124873 -1.280618 -1.409920 -0.09 -0.25 0.34 0.218
O -0.010247 -1.993321 0.741109 0.04 -0.01 -0.66 -0.011
O -2.083995 0.455157 -0.198427 -0.13 0.40 0.46 0.086
O -1.251332 0.801262 1.873439 -0.43 -0.05 -0.50 0.137
H 2.252287 -0.454070 0.939738 -0.01 0.04 0.00 0.090
H 2.475191 -1.588257 -0.389523 0.14 -0.04 -0.02 0.091
H 2.184932 0.137414 -0.718025 0.07 0.09 -0.04 0.080
H -0.888000 3.014864 0.087805 -0.04 0.04 0.04 0.110
H -0.166751 1.930449 -1.089407 0.00 -0.07 -0.01 0.096
H 0.641714 2.205222 0.463245 0.04 -0.08 0.05 0.098
H -0.349520 -2.288399 -1.386689 0.09 0.21 -0.25 0.175
H 0.531371 -1.086127 -2.171789 -0.23 -0.04 0.11 0.170
H -1.008669 -0.757264 -1.539151 0.25 -0.20 -0.04 0.143
H 0.244504 -1.857736 1.657012 0.03 0.13 0.07 0.107
H -2.711679 -0.037886 0.353238 0.01 -0.02 0.05 0.155
H -0.686862 1.389087 2.391866 0.08 0.05 -0.12 0.148
```
Positions in Å, forces in eV/Å.

Computed properties:
**Frontier orbital gap**: 8.2 eV
**ΔE to the lowest compared entry with this formula, charge and spin**: 67.1 kcal/mol
**DFT total energy**: -11966.6861 eV
**Total charge**: +1
**Max |F|**: 3.0 eV/A



Number 1 is which compound? C17H29NO4



The lowest ΔE to the lowest compared entry with this formula, charge and spin belongs to which entry? C4H12NO3



max |F| of number 2 (C4H12NO3)? 3.0 eV/A



ΔE to the lowest compared entry with this formula, charge and spin of number 1 (C17H29NO4)? 484.1 kcal/mol